Here is an isolated molecule of C22H30N4O2 from OMol25. Energies are from ωB97M-V with the def2-TZVPD basis set.

Summary:
Kohn-Sham gap = 0.2949 hartree
molar mass = 382.5 g/mol
SMILES = COc1ccccc1N1CCN(CCNC(=O)Nc2cccc(C)c2C)CC1
maximum force = 0.011 hartree/bohr
ΔE to the lowest compared entry with this formula, charge and spin = 2.536 eV
total energy = -33356.661 eV

```
! wB97M-V def2-TZVPD RIJCOSX def2/J DEFGRID3
* xyz 0 1
C -0.51506 4.06956 3.50994
O 0.65752 3.45000 3.05178
C 1.68174 3.21795 3.94452
C 1.57943 3.52689 5.29188
C 2.60645 3.24456 6.17791
C 3.76235 2.65381 5.70904
C 3.88370 2.36031 4.36531
C 2.86253 2.61884 3.44639
N 3.09744 2.31336 2.11423
C 3.61305 1.01503 1.74214
C 2.48625 0.12191 1.20552
N 1.88934 0.76611 0.05239
C 1.03609 -0.08365 -0.74237
C -0.23207 -0.62846 -0.04834
N -0.99505 -1.46804 -0.93727
C -0.86932 -2.82165 -0.91434
O -0.32504 -3.43476 -0.01822
N -1.49307 -3.49019 -1.94484
C -1.97595 -2.98553 -3.16132
C -1.21520 -2.07653 -3.89313
C -1.68129 -1.60272 -5.10357
C -2.88937 -2.05441 -5.60121
C -3.65216 -2.97607 -4.89562
C -4.94753 -3.46210 -5.47469
C -3.20690 -3.43535 -3.65475
C -4.01863 -4.40635 -2.84808
C 1.30045 2.03336 0.44264
C 2.40970 2.92890 1.00649
H -1.02936 3.46250 4.26312
H -1.15439 4.16676 2.63254
H -0.31571 5.06520 3.92058
H 0.67843 3.97950 5.67498
H 2.49289 3.48876 7.22289
H 4.57710 2.43311 6.38214
H 4.80593 1.93278 4.00261
H 4.07660 0.52962 2.59922
H 4.36267 1.14872 0.95357
H 2.89341 -0.84384 0.89985
H 1.75540 -0.04362 2.01595
H 0.73679 0.48833 -1.62811
H 1.63545 -0.93759 -1.07419
H 0.04656 -1.24988 0.80480
H -0.86503 0.19624 0.29071
H -1.42168 -1.03583 -1.74113
H -1.56905 -4.48542 -1.79488
H -0.24782 -1.76994 -3.52288
H -1.09090 -0.89712 -5.66866
H -3.24236 -1.69440 -6.55637
H -4.97184 -4.54993 -5.50728
H -5.79122 -3.12372 -4.87300
H -5.07796 -3.08226 -6.48464
H -5.08129 -4.26225 -3.02058
H -3.82426 -4.27692 -1.78559
H -3.77031 -5.43331 -3.12039
H 0.86210 2.50581 -0.43949
H 0.51999 1.91444 1.20981
H 2.00633 3.89260 1.30659
H 3.15415 3.08688 0.21538
*
```

Mulliken atomic charge list, values in e, 4 entries: C -1.0884; O -0.1895; C 0.7985; C -0.6394

Here is an isolated molecule of C6H6N2S from OMol25. Energies are from ωB97M-V with the def2-TZVPD basis set.

Summary:
Kohn-Sham gap (alpha / beta) = 0.2782 / 0.2380 hartree
molar mass = 138.2 g/mol
maximum force = 0.059 hartree/bohr
ΔE to the lowest compared entry with this formula, charge and spin = 3.971 eV
total energy = -20129.680 eV

```
! wB97M-V def2-TZVPD RIJCOSX def2/J DEFGRID3
* xyz 0 1
C 2.57963 -0.55482 -0.20282
C -0.98324 -1.40063 0.54913
C -1.79672 -0.32832 0.10914
C 0.36231 -1.59781 0.41662
C -1.51791 0.97503 0.01670
C 1.18838 -0.57566 -0.31068
N 3.73243 -0.42646 0.02882
N 0.31326 2.74427 -0.47421
S 0.04588 1.63671 0.62367
H -1.43005 -2.27675 0.91330
H -2.83623 -0.47841 -0.30867
H 0.93500 -2.46686 0.71697
H -2.33711 1.53106 -0.40388
H 0.70430 -0.21790 -1.32237
H 1.04007 3.43653 -0.35171
*
```

Mulliken atomic charge list, values in e, 4 entries: C 0.2693; C -0.4364; C -0.0830; C -0.1297

Here is a structure of composition C25H28F5GdO2S from OMol25. Energies are from ωB97M-V with the def2-TZVPD basis set.

Summary:
Kohn-Sham gap (alpha / beta) = 0.2998 / 0.1995 hartree
molar mass = 644.8 g/mol
maximum force = 0.062 hartree/bohr
ΔE to the lowest compared entry with this formula, charge and spin = 0.000 eV
<S²> = 16.099
total energy = -75727.750 eV

```
! wB97M-V def2-TZVPD RIJCOSX def2/J DEFGRID3
* xyz 0 8
O -1.89219 -3.22788 -3.66171
C -1.20300 -4.51886 -4.08212
C -2.14990 -4.95756 -5.15851
H -1.25659 -5.22597 -3.25002
H -0.17192 -4.41931 -4.43654
C -2.92282 -3.73361 -4.60589
H -2.53241 -5.94144 -4.93234
H -1.72811 -4.85007 -6.15913
C -4.19324 -4.20552 -3.88402
H -4.00214 -5.02603 -3.17200
H -4.92043 -4.56592 -4.63342
H -4.66250 -3.37282 -3.33270
C -3.19110 -2.71585 -5.69411
H -2.25569 -2.50164 -6.22029
H -3.61977 -1.81973 -5.22969
H -3.91241 -3.10305 -6.42113
Gd -0.90335 -0.46616 -1.37627
C -0.63433 2.21238 -0.89670
C 0.61710 1.70039 -0.42302
C 1.32715 1.16285 -1.54369
H 1.03359 1.85161 0.57224
C 0.51798 1.35537 -2.71416
C -0.69814 2.01190 -2.30102
H -1.46143 2.42213 -2.96553
H -1.32406 2.79905 -0.28300
H 2.34888 0.80249 -1.51961
H 0.83066 1.14464 -3.73444
C -2.46172 0.13234 0.60068
C -3.16007 0.42384 -0.61298
C -3.36386 -0.80731 -1.32860
H -3.54732 1.41075 -0.88839
C -2.78461 -1.87654 -0.53477
C -2.24357 -1.29646 0.64831
H -1.84788 -1.83762 1.51302
H -2.25857 0.83088 1.42101
H -3.91305 -0.93769 -2.25247
H -2.81515 -2.93386 -0.76095
O 1.49043 -4.54685 -3.01224
C 1.41280 -3.09315 -3.17122
C 2.77815 -2.62026 -3.63042
H 1.16376 -2.66680 -2.16497
H 0.64571 -2.79557 -3.88915
C 3.66919 -3.58057 -2.82520
H 2.96252 -1.58300 -3.38607
H 2.86955 -2.75574 -4.71422
C 2.83605 -4.82583 -2.58609
H 3.83139 -3.05870 -1.87873
H 4.58532 -3.80738 -3.34385
H 2.86986 -5.10303 -1.52441
H 3.13953 -5.67409 -3.19296
F 2.87331 1.99045 5.03037
C 2.42826 1.20161 4.03768
C 3.24289 0.91668 2.94126
F 4.48872 1.43003 2.87341
C 2.76425 0.10742 1.91645
F 3.57802 -0.12457 0.85490
C 1.46549 -0.46183 1.92483
S 0.87757 -1.45876 0.64586
C 0.69193 -0.16559 3.07244
F -0.56756 -0.67188 3.17621
C 1.14692 0.64994 4.10082
F 0.34463 0.90523 5.15511
*
```

Mulliken atomic charge list, values in e, 4 entries: O -0.0981; C -0.5683; C -1.0218; H 0.1786

Here is a structure of composition C37H39BIrN10O9S2 from OMol25. Energies are from ωB97M-V with the def2-TZVPD basis set.

Summary:
Kohn-Sham gap (alpha / beta) = 0.2255 / 0.2130 hartree
molar mass = 1034.9 g/mol
maximum force = 0.022 hartree/bohr
ΔE to the lowest compared entry with this formula, charge and spin = 0.000 eV
<S²> = 0.754
total energy = -97514.874 eV

```
! wB97M-V def2-TZVPD RIJCOSX def2/J DEFGRID3
* xyz 0 2
Ir -0.63282 -0.69140 -0.10002
C 1.12333 -3.07414 -2.97715
C -0.31119 -2.92882 -3.46061
C -0.47522 -1.77357 -4.45603
C -1.39318 -2.92293 -2.40238
C -2.52038 -3.73320 -2.58475
C -3.28940 -3.57182 -1.46143
N -2.68065 -2.68876 -0.66928
N -1.52111 -2.25880 -1.23144
B -3.09610 -2.29874 0.74872
N -3.42910 -0.80061 0.76457
C -4.53959 -0.11821 1.03921
C -4.26000 1.22603 0.91170
C -2.90969 1.30681 0.55622
N -2.43200 0.04818 0.46995
C -2.14877 2.59207 0.36302
C -2.20604 3.42308 1.65339
C -2.72879 3.43415 -0.77592
N -1.93653 -2.53563 1.70522
C -1.97978 -3.37337 2.74531
C -0.76676 -3.34819 3.36616
C 0.02026 -2.43716 2.64895
N -0.70241 -1.95221 1.61169
C 1.39161 -2.13435 3.21498
C 1.23491 -1.33777 4.52011
C 2.42268 -1.51213 2.30290
H 1.80448 -2.99020 -3.82737
H 1.38301 -2.31473 -2.25845
H 1.29557 -4.03795 -2.50067
H -0.53103 -3.84611 -4.01196
H -0.01355 -0.85935 -4.07823
H 0.02676 -2.02175 -5.39214
H -1.52371 -1.56813 -4.67690
H -2.69026 -4.39826 -3.41317
H -4.21055 -4.03365 -1.14957
H -4.05456 -2.93463 1.07865
H -5.44211 -0.63729 1.31402
H -4.93008 2.05103 1.07806
H -1.11074 2.35322 0.14001
H -3.22317 3.78598 1.81760
H -1.91518 2.84220 2.52363
H -1.55161 4.29239 1.57017
H -3.75069 3.74154 -0.54419
H -2.13306 4.33943 -0.90389
H -2.74800 2.90491 -1.72479
H -2.88100 -3.92298 2.95577
H -0.44965 -3.91011 4.22660
H 1.77935 -3.12267 3.47869
H 0.78992 -0.36194 4.33730
H 0.59961 -1.85904 5.23599
H 2.21618 -1.19492 4.97592
H 2.06911 -0.58454 1.86036
H 3.32577 -1.29215 2.87539
H 2.70025 -2.22866 1.53319
O 0.02570 4.01567 -5.43926
N 1.11000 3.63860 -5.04090
O 2.17097 4.05829 -5.44463
C 1.14272 2.59934 -3.98630
C 2.36039 2.30848 -3.48374
C 2.52893 1.30926 -2.48085
C 3.79688 0.87667 -2.04731
C 3.85852 -0.17083 -1.17561
C 2.66785 -0.76219 -0.72200
N 1.46765 -0.33375 -1.06462
C 1.40069 0.69121 -1.94643
C 0.10692 1.06252 -2.43678
N -0.92769 0.42412 -1.85221
C -2.12340 0.48217 -2.41611
C -2.35209 1.23973 -3.56265
C -1.34429 2.00209 -4.09400
C -0.05542 1.93445 -3.52612
H 3.22617 2.82171 -3.87765
H 4.69078 1.34401 -2.44077
H 4.79862 -0.58888 -0.84556
H 2.71504 -1.65398 -0.12335
H -2.91847 -0.08341 -1.95246
H -3.34006 1.24562 -4.00000
H -1.52605 2.62601 -4.95135
O 3.15553 -3.64418 -0.42699
S 2.64114 -4.87349 0.17145
O 3.09519 -5.08682 1.52491
O 2.67236 -6.01236 -0.72697
S 0.55952 -4.67316 0.27482
O -0.95102 0.71737 2.85633
C -0.00131 1.10120 2.20364
O 0.29355 0.76638 0.97920
C 0.96760 2.11280 2.76879
C 0.64089 2.75046 3.95980
C 1.50160 3.68178 4.51489
C 2.69273 3.94317 3.86296
C 3.05266 3.31371 2.68595
C 2.17324 2.39661 2.13546
N 3.61910 4.93412 4.44711
O 4.70898 5.05852 3.92729
O 3.23444 5.56147 5.41193
H -0.28960 2.49838 4.44987
H 1.26784 4.19872 5.43333
H 4.00100 3.54332 2.22379
H 2.41989 1.89496 1.20998
*
```

Mulliken atomic charge list, values in e, 4 entries: Ir 1.2916; C -1.4150; C 0.4623; C -1.1895